[1]
Formula: C15H12AgCl2NO9
Source: the Open Molecules 2025 dataset
Level of theory: ωB97M-V/def2-TZVPD

Values from the calculation:
Orbital gap = 6.5 eV
Total charge = -2
E_tot = -64714.104 eV
Largest force on an atom = 1.34 eV Å⁻¹
Lowest unoccupied orbital energy = 4.46 eV
HOMO = -2.05 eV

Each line ends with the Löwdin charge.
Geometry (Å):
Ag (0.5954, 0.1667, -0.4948)  0.82
O (2.3074, 3.4606, -1.4473)  0.09
C (2.6005, 2.1739, -1.2226)  -0.53
O (2.2054, 1.2805, -1.9244)  0.06
C (3.4145, 1.9325, 0.0352)  -0.14
O (3.0911, 0.6348, 0.4461)  -0.17
C (3.2743, 0.3295, 1.8134)  -0.13
C (2.3294, -0.8507, 2.2394)  -0.69
O (2.7529, -1.5161, 3.2023)  -0.07
O (1.2462, -0.9401, 1.6199)  -0.07
H (1.5105, 3.4413, -2.0071)  0.11
H (3.1372, 2.6798, 0.7858)  0.13
H (4.4907, 2.0293, -0.1754)  0.13
H (3.0129, 1.1876, 2.4466)  0.12
H (4.3158, 0.0492, 2.0083)  0.11
Cl (-2.2666, -6.5430, 0.6271)  0.56
C (-2.0284, -4.8691, 0.1582)  -0.70
C (-3.1377, -4.0204, 0.1028)  -0.17
C (-2.9527, -2.7087, -0.2443)  -0.58
Cl (-4.3415, -1.6590, -0.2753)  0.63
C (-1.6792, -2.1387, -0.6241)  -0.43
O (-1.5622, -0.9381, -0.9434)  -0.08
C (-0.5855, -3.0905, -0.5790)  -0.13
C (0.7536, -2.6817, -0.9398)  -0.24
O (1.0631, -1.6748, -1.5639)  -0.06
C (-0.7764, -4.4082, -0.1579)  -0.09
H (-4.1270, -4.3916, 0.3317)  0.09
H (1.5520, -3.3769, -0.6107)  0.12
H (0.0825, -5.0675, -0.0959)  0.10
O (-1.0822, 2.4265, -2.6482)  0.00
C (-1.2773, 2.4886, -1.4413)  -0.54
C (-2.6562, 2.7397, -0.8162)  -0.11
C (-2.3009, 3.2255, 0.5807)  -0.11
C (-0.7964, 2.8968, 0.6958)  -0.53
O (-0.1527, 3.0974, 1.7178)  -0.01
N (-0.3244, 2.3853, -0.4700)  0.08
H (-3.1821, 1.7826, -0.7963)  0.11
H (-3.2328, 3.4375, -1.4240)  0.10
H (-2.8455, 2.7265, 1.3825)  0.10
H (-2.4276, 4.3030, 0.7081)  0.10

[2]
Formula: C18H82O23
Source: the Open Molecules 2025 dataset
Level of theory: ωB97M-V/def2-TZVPD

Values from the calculation:
Orbital gap = 10.0 eV
Total charge = 0
E_tot = -67089.033 eV
Largest force on an atom = 3.08 eV Å⁻¹
Lowest unoccupied orbital energy = 0.15 eV
HOMO = -9.87 eV

Each line ends with the Löwdin charge.
Geometry (Å):
O (-0.7929, -3.8121, 2.4320)  -0.04
H (-0.7095, -2.9906, 1.9479)  0.01
H (0.0897, -4.1826, 2.4297)  0.01
O (-0.3746, -1.1158, 1.4721)  -0.03
H (-0.9381, -0.3946, 1.1916)  0.02
H (0.3805, -1.0725, 0.8855)  0.02
O (-4.1953, -2.0630, 1.0162)  -0.06
H (-4.2519, -2.6608, 0.2707)  0.02
H (-3.7160, -2.5552, 1.6827)  0.00
O (-1.1683, 2.6845, 2.5614)  -0.05
H (-1.5291, 1.8253, 2.3426)  -0.01
H (-1.2491, 3.1915, 1.7535)  0.01
O (-3.3176, -3.5009, 3.1730)  -0.05
H (-3.2823, -2.9134, 3.9278)  -0.02
H (-2.4355, -3.8676, 3.1128)  -0.01
O (-3.2091, -2.1469, 5.4571)  -0.03
H (-3.6443, -2.1248, 6.3094)  0.07
H (-2.3653, -2.5648, 5.6294)  0.02
O (-2.2296, -0.6134, -1.5618)  -0.03
H (-2.1424, 0.1269, -0.9612)  0.03
H (-2.5049, -1.3423, -1.0057)  0.01
O (-6.6876, -1.0438, 0.7326)  -0.07
H (-5.7796, -1.2322, 0.9698)  -0.04
H (-7.1178, -0.8491, 1.5652)  0.02
O (-4.5933, 2.4943, 0.5430)  -0.02
H (-4.4996, 3.3106, 1.0339)  0.06
H (-5.5035, 2.4955, 0.2467)  0.07
O (-2.6337, 0.8106, 1.1657)  -0.05
H (-3.3344, 1.4611, 1.1191)  0.00
H (-3.0773, -0.0291, 1.0457)  0.03
O (1.4535, -1.3585, 5.7525)  -0.05
H (1.4937, -1.0854, 6.6691)  0.04
H (0.9795, -0.6530, 5.3124)  0.00
O (-1.0754, -0.0492, 4.1799)  -0.02
H (-0.9027, -0.5399, 3.3764)  0.01
H (-1.9724, -0.2846, 4.4168)  0.04
O (-3.2235, -3.3587, -1.1272)  -0.03
H (-3.2369, -4.3118, -1.2154)  0.07
H (-3.4251, -3.0337, -2.0047)  0.06
O (0.5468, 2.1652, 5.0874)  -0.06
H (0.4107, 2.4260, 4.1766)  -0.01
H (0.0202, 1.3727, 5.1914)  -0.02
O (-0.5258, -3.7755, 5.6210)  -0.04
H (-0.8024, -4.3504, 4.9075)  0.02
H (0.4307, -3.8037, 5.5949)  0.03
O (1.5679, -5.6449, 3.0579)  -0.05
H (2.0183, -5.0766, 3.6827)  0.04
H (2.0015, -5.4737, 2.2219)  -0.02
O (-3.1901, 3.1487, 4.3217)  -0.06
H (-3.6339, 2.5837, 4.9541)  0.03
H (-2.3739, 2.6904, 4.1218)  -0.02
C (-1.9608, 4.2584, -1.9368)  -0.04
C (-1.4073, 5.0775, -0.7894)  -0.50
C (-1.9665, 6.5161, -0.6619)  -0.04
O (-1.5881, 4.4430, 0.4253)  -0.05
H (-1.5821, 4.5109, -2.9272)  0.08
H (-3.0367, 4.1393, -2.0644)  0.09
H (-1.5162, 3.2662, -1.8604)  0.07
H (-0.3377, 5.2869, -0.8057)  0.14
H (-1.8659, 7.0460, -1.6092)  0.08
H (-1.4743, 7.1914, 0.0380)  0.08
H (-3.0340, 6.3716, -0.4955)  0.08
H (-2.5422, 4.3416, 0.3937)  0.08
C (4.8362, -1.4620, -4.1298)  -0.04
C (4.0274, -0.1436, -4.1848)  -0.42
C (2.5105, -0.3995, -3.8757)  -0.05
O (4.5110, 0.6139, -3.0551)  -0.10
H (5.8854, -1.3162, -3.8727)  0.08
H (4.8397, -1.9172, -5.1202)  0.07
H (4.2683, -2.1203, -3.4723)  0.06
H (4.1010, 0.4906, -5.0683)  0.13
H (2.3531, -0.6706, -2.8318)  0.06
H (2.3131, -1.2899, -4.4727)  0.07
H (1.8526, 0.4135, -4.1826)  0.07
H (4.1477, 1.4980, -2.9654)  0.03
C (2.6946, 3.2382, -1.7255)  -0.05
C (4.1013, 3.8280, -1.6454)  -0.46
C (5.0400, 3.0586, -0.5756)  -0.01
O (4.6591, 3.6282, -2.9053)  -0.06
H (2.1982, 3.7793, -2.5310)  0.09
H (2.1925, 3.5008, -0.7944)  0.07
H (2.6527, 2.1514, -1.6538)  0.07
H (3.9916, 4.8964, -1.4593)  0.13
H (6.0500, 3.4229, -0.7633)  0.07
H (4.9595, 2.0057, -0.8458)  0.05
H (4.8263, 3.1955, 0.4844)  0.07
H (4.0125, 3.8245, -3.5872)  0.09
C (-3.2109, 1.1310, -6.0167)  -0.07
C (-2.4015, 0.3328, -4.9711)  -0.45
C (-1.4469, 1.2736, -4.1762)  -0.05
O (-3.3552, -0.3160, -4.1188)  -0.07
H (-2.5083, 1.7255, -6.6007)  0.07
H (-3.9893, 1.8649, -5.8080)  0.07
H (-3.7791, 0.4052, -6.5985)  0.07
H (-1.7831, -0.4250, -5.4522)  0.13
H (-2.0592, 1.9225, -3.5501)  0.06
H (-0.9994, 2.0317, -4.8189)  0.07
H (-0.7667, 0.6002, -3.6547)  0.07
H (-2.9154, -0.3961, -3.2693)  0.01
C (2.0457, 1.6059, 1.5766)  -0.04
C (2.7588, 0.4562, 0.8695)  -0.43
C (3.2856, -0.6083, 1.8227)  -0.04
O (1.8631, -0.2649, -0.0042)  -0.08
H (1.3448, 2.2080, 0.9983)  0.07
H (2.6445, 2.3798, 2.0569)  0.09
H (1.3242, 1.3538, 2.3538)  0.06
H (3.5836, 0.8358, 0.2664)  0.11
H (3.6888, -1.5008, 1.3443)  0.08
H (2.6412, -0.8812, 2.6584)  0.08
H (4.0894, -0.1463, 2.3958)  0.08
H (2.5257, -0.7835, -0.4664)  0.07
C (1.3930, -3.7751, -0.8947)  -0.03
C (1.8875, -5.1390, -0.4858)  -0.46
C (2.9359, -5.7606, -1.4536)  -0.04
O (2.6221, -5.0326, 0.7091)  -0.08
H (1.0882, -3.2607, 0.0167)  0.07
H (0.5950, -3.9991, -1.6027)  0.09
H (2.2251, -3.2306, -1.3410)  0.07
H (1.0423, -5.8112, -0.3373)  0.15
H (2.4502, -6.0722, -2.3784)  0.08
H (3.5511, -6.5836, -1.0900)  0.08
H (3.6735, -4.9911, -1.6813)  0.07
H (3.4952, -4.7358, 0.4421)  0.10

[3]
Formula: C5H9N2
Source: the Open Molecules 2025 dataset
Level of theory: ωB97M-V/def2-TZVPD

Values from the calculation:
Orbital gap (spin up / spin down) = 8.9 / 9.3 eV
Total charge = +1
E_tot = -8299.358 eV
Energy relative to the best compared isomer or geometry (same formula, charge and spin) = 146.99 kcal/mol
Largest force on an atom = 5.46 eV Å⁻¹
Lowest unoccupied orbital energy (spin up / spin down) = -4.30 / -4.42 eV
HOMO (spin up / spin down) = -13.22 / -13.69 eV

Each line ends with the Löwdin charge.
Geometry (Å):
C (0.3849, 0.9304, -2.0567)  -0.14
C (0.4466, -1.2848, -0.7127)  -0.02
C (0.9233, 0.2482, -0.8203)  -0.18
C (-0.2458, 0.5589, 0.1844)  -0.22
C (-0.4479, 1.0754, 1.4520)  -0.03
N (-0.7812, 1.3203, -1.7081)  0.21
N (-0.8233, -0.7973, -0.0542)  0.10
H (0.8354, 1.1542, -3.0427)  0.14
H (0.2650, -1.8668, -1.6277)  0.13
H (1.1724, -1.8575, 0.0843)  0.20
H (1.9124, 0.3970, -0.4682)  0.12
H (-0.0834, 0.5497, 2.2764)  0.09
H (-1.4480, 1.4394, 1.7002)  0.12
H (0.0621, 2.0736, 1.5234)  0.14
H (-1.6042, -0.6399, -0.6216)  0.14
H (-1.0545, -1.4769, 0.6885)  0.20

[4]
Formula: C3H9N4
Source: the Open Molecules 2025 dataset
Level of theory: ωB97M-V/def2-TZVPD

Values from the calculation:
Orbital gap = 10.6 eV
Total charge = +1
E_tot = -9209.479 eV
Energy relative to the best compared isomer or geometry (same formula, charge and spin) = 49.41 kcal/mol
Largest force on an atom = 5.50 eV Å⁻¹
Lowest unoccupied orbital energy = -3.22 eV
HOMO = -13.80 eV

Each line ends with the Löwdin charge.
Geometry (Å):
C (0.2218, -0.2448, 1.0844)  -0.32
C (-0.3590, 1.1044, -0.8044)  -0.11
C (-0.2615, -1.3129, -1.2329)  -0.08
N (0.5781, 0.9392, 1.3982)  0.09
N (-0.5853, -0.2339, -0.3271)  -0.09
N (0.3862, -1.3734, 1.7225)  0.22
N (0.2171, 1.8613, 0.3867)  0.07
H (0.3481, 1.1347, -1.6461)  0.14
H (-1.3030, 1.5747, -1.0931)  0.14
H (0.7896, -1.3196, -1.5386)  0.10
H (-0.5078, -2.2595, -0.7581)  0.08
H (-0.8867, -1.2090, -2.1188)  0.10
H (0.7504, -1.3563, 2.6624)  0.14
H (0.0308, -2.2407, 1.3534)  0.12
H (1.0542, 2.4111, 0.1407)  0.19
H (-0.4731, 2.5249, 0.7709)  0.19

[5]
Formula: C2H2N2O2S2
Source: the Open Molecules 2025 dataset
Level of theory: ωB97M-V/def2-TZVPD

Values from the calculation:
Orbital gap = 7.5 eV
Total charge = 0
E_tot = -30845.188 eV
Energy relative to the best compared isomer or geometry (same formula, charge and spin) = 154.47 kcal/mol
Largest force on an atom = 2.86 eV Å⁻¹
Lowest unoccupied orbital energy = -1.94 eV
HOMO = -9.48 eV

Each line ends with the Löwdin charge.
Geometry (Å):
C (0.1165, -0.8071, -0.2205)  -0.16
C (0.1739, -0.1836, 0.9376)  -0.17
N (0.0725, -2.1862, -0.4197)  -0.72
N (0.0606, -0.7006, 2.2586)  -0.80
O (-0.3720, -2.6060, -1.4698)  -0.02
O (0.9431, -0.6718, 3.0645)  0.03
S (0.7369, -3.1673, 0.7282)  0.75
S (-1.4445, -1.2199, 2.3822)  0.81
H (-0.1518, -0.1843, -1.1471)  0.17
H (0.0672, 0.8367, 0.9045)  0.11

> Look up the largest force on an atom of the fifth one.

2.86 eV Å⁻¹

> largest force on an atom of number 1 (C15H12AgCl2NO9)?

1.34 eV Å⁻¹

> The lowest largest force on an atom belongs to which entry?

C15H12AgCl2NO9